Record 1
102
Properties=species:S:1:pos:R:3 method="wB97M-V/def2-TZVPD" molar_mass_da=1048.42 homo_lumo_gap_ev=5.37 total_charge=-1 homo_energy_ev=-5.1206
C -4.49635 -3.20166 -0.58126
C -3.86740 -2.95671 0.91810
O -4.76545 -2.27161 1.86105
C -5.49885 -1.16235 1.23169
O -6.81466 -1.37350 0.95077
C -4.90986 0.32556 0.87424
C -3.40863 0.33762 0.21502
C -2.21056 0.28463 1.37371
In -1.76371 2.35330 2.24262
C -1.04069 3.85014 0.70381
Br -1.45758 5.69085 1.47492
C 0.61322 3.83846 0.49502
C 0.89015 4.54668 -0.97785
Br 1.57276 5.00522 1.85037
H -3.72606 -3.90853 -1.15567
H -5.51676 -3.77367 -0.54901
H -4.55111 -2.20363 -1.22579
H -2.83328 -2.38407 0.75246
H -3.56354 -3.99339 1.41058
H -5.64119 0.85773 0.09844
H -4.90630 1.03782 1.83083
H -3.23074 -0.61324 -0.46097
H -3.27082 1.30029 -0.43703
H -2.64117 -0.38479 2.25262
H -1.26128 -0.18101 0.87034
H -0.40201 2.09144 3.43535
H -3.16084 3.03851 3.14407
H -1.53740 3.76711 -0.35428
H 1.00969 2.72674 0.48280
H 0.87125 3.78004 -1.87400
H 0.08111 5.39694 -1.08133
H 1.96028 5.07438 -0.96934
C 7.04360 3.49114 -1.98564
C 6.87708 2.36417 -2.79208
C 5.60818 1.80740 -2.96323
C 4.50726 2.39274 -2.32283
C 4.67275 3.51955 -1.50651
C 5.94705 4.06575 -1.34067
N 3.16700 1.82739 -2.51918
O 3.06455 0.81893 -3.23348
O 2.21458 2.39291 -1.96320
H 8.03409 3.92507 -1.85973
H 7.73679 1.92114 -3.29025
H 5.49503 0.92909 -3.59500
H 3.82782 3.98097 -0.99963
H 6.08538 4.94221 -0.71144
C -8.38696 -4.10010 -1.40733
C -7.68909 -5.17753 -1.95530
C -8.38113 -6.20400 -2.60093
C -9.77805 -6.13876 -2.69648
C -10.48177 -5.06212 -2.14053
C -9.77897 -4.04294 -1.49477
N -10.50919 -7.20191 -3.39620
O -9.85245 -8.14700 -3.85795
O -11.74017 -7.09166 -3.48882
H -7.84253 -3.29930 -0.90980
H -6.60434 -5.21570 -1.88181
H -7.82268 -7.03676 -3.02281
H -11.56627 -5.00130 -2.20310
H -10.31592 -3.20142 -1.06261
C 0.98432 -3.56423 -5.66155
C 1.86079 -2.71329 -4.98640
C 1.50947 -2.19299 -3.73930
C 0.27419 -2.53668 -3.17296
C -0.61090 -3.38459 -3.85203
C -0.24970 -3.89646 -5.09991
N -0.09006 -2.01336 -1.85087
O 0.71165 -1.25115 -1.29051
O -1.17589 -2.36673 -1.36905
H 1.26507 -3.97193 -6.63117
H 2.82014 -2.45781 -5.43130
H 2.20361 -1.53123 -3.22589
H -1.57481 -3.65559 -3.42639
H -0.92858 -4.55791 -5.63361
C -0.93267 -2.52637 3.67191
C -1.10622 -2.33575 5.04365
C -0.01052 -2.41495 5.90537
C 1.26107 -2.68228 5.37967
C 1.43691 -2.88170 4.00389
C 0.33312 -2.80286 3.15235
N 2.42093 -2.74157 6.27726
O 2.22142 -2.57854 7.49025
O 3.53324 -2.94696 5.77069
H -1.78911 -2.45807 3.00330
H -2.09610 -2.12212 5.44121
H -0.16235 -2.26388 6.97190
H 2.41733 -3.09478 3.58304
H 0.45980 -2.95313 2.08248
C 8.35572 6.47239 4.16525
C 7.60402 7.25358 3.28614
C 7.81142 7.15381 1.90903
C 8.77542 6.26104 1.42073
C 9.53682 5.48122 2.30142
C 9.32239 5.59178 3.67672
N 8.98037 6.13298 -0.02705
O 8.30047 6.85384 -0.77257
O 9.81804 5.30889 -0.42103
H 8.18649 6.54956 5.23792
H 6.85350 7.93869 3.67459
H 7.21739 7.76942 1.23709
H 10.29169 4.78793 1.93634
H 9.90625 4.98850 4.36839

***

Record 2
62
Properties=species:S:1:pos:R:3 method="wB97M-V/def2-TZVPD" molar_mass_da=615.62 homo_lumo_gap_ev=7.84 homo_energy_ev=-8.9817
C -0.61135 -0.50233 -1.74325
B -1.45601 -1.28891 -0.68400
O -2.64110 -0.81126 -0.23326
N -0.88284 -2.58497 -0.13980
Cl -0.06898 -2.12697 1.34183
C -1.86798 -3.56428 0.22904
O -2.66394 -3.46667 1.08836
O -1.76774 -4.69263 -0.56044
C -1.14852 -5.74740 0.07643
Cl -1.98710 -6.50717 1.36687
C 0.05033 -6.14546 -0.35930
C 0.76584 -5.44433 -1.47956
Cl 0.84520 -7.48412 0.36861
H 0.22596 -0.08272 -1.19036
H -1.22406 0.29774 -2.13866
H -0.22928 -1.17045 -2.51087
H -3.11121 -0.41255 -0.97482
H 1.57686 -6.05819 -1.85425
H 1.10575 -4.46323 -1.15744
H 0.05026 -5.30854 -2.28948
C 1.19212 5.74739 -0.00554
C 2.53557 5.45117 -0.19456
C 2.90571 4.26546 -0.80762
C 1.91593 3.39614 -1.22529
C 0.57335 3.66767 -1.04129
C 0.21431 4.85524 -0.42487
N 2.30125 2.14405 -1.89612
O 3.48515 1.91159 -2.02453
O 1.40465 1.41785 -2.27841
H 0.90693 6.67656 0.46975
H 3.29622 6.14548 0.13394
H 3.94758 4.02652 -0.95841
H -0.18237 2.96910 -1.37042
H -0.83128 5.08583 -0.27382
C 2.10171 -3.76880 3.72666
C 2.87140 -2.99143 2.87116
C 4.21954 -2.80053 3.12895
C 4.77441 -3.39752 4.24481
C 4.02446 -4.16929 5.11233
C 2.67743 -4.35325 4.84728
N 6.21113 -3.21453 4.51280
O 6.84232 -2.51554 3.74679
O 6.67884 -3.77456 5.48324
H 1.05054 -3.92162 3.51804
H 2.42110 -2.53894 1.99954
H 4.82501 -2.19844 2.46847
H 4.48052 -4.62222 5.97953
H 2.07667 -4.95641 5.51362
C -5.56612 5.82354 -2.30836
C -4.72088 5.53124 -1.24582
C -3.98872 4.35603 -1.24499
C -4.11623 3.49277 -2.31726
C -4.95660 3.76129 -3.38113
C -5.68617 4.93842 -3.37153
N -3.32559 2.25454 -2.33001
O -2.60321 2.03136 -1.37476
O -3.43241 1.51932 -3.28944
H -6.13317 6.74468 -2.30775
H -4.63104 6.22030 -0.41776
H -3.33127 4.11869 -0.42200
H -5.04194 3.06882 -4.20490
H -6.34690 5.16648 -4.19594

***

Record 3
14
Properties=species:S:1:pos:R:3 method="wB97M-V/def2-TZVPD" molar_mass_da=119.17 homo_lumo_gap_ev=9.33 total_charge=+1 homo_energy_ev=-13.5401 relative_energy_kcal_mol=118.9
C -1.47706 2.16877 -0.95364
C 0.97000 -1.76463 0.92712
C -0.91471 1.01459 -1.13294
N 0.12712 -0.30508 1.08320
N 2.15099 -1.85512 1.39781
O -0.11570 0.52848 -2.04834
S -1.26993 -0.36845 0.11664
H -2.17185 2.45870 -0.15175
H -1.37259 3.01789 -1.52808
H 0.40403 -2.68213 0.79110
H 2.70656 -2.65990 1.24049
H 2.81444 -1.18676 1.59715
H 0.36173 1.31202 -2.28276
H -2.21305 0.32161 0.94401

***

Record 4
13
Properties=species:S:1:pos:R:3 method="wB97M-V/def2-TZVPD" molar_mass_da=111.10 homo_lumo_gap_ev="7.58 / 7.58" homo_energy_ev="-7.4856 / -7.4861" relative_energy_kcal_mol=65.4
C 1.36631 -1.11644 1.01147
C 1.27974 -1.27212 -0.34284
C 0.03196 0.39973 0.33070
C -2.43480 1.27337 -0.78101
N 0.57914 -0.09485 1.42484
N 0.43385 -0.28875 -0.77773
N -0.70742 1.52190 0.25091
O -2.48210 0.38083 -1.53128
H 1.95202 -1.67076 1.71781
H 1.73865 -1.96932 -1.01262
H -3.04099 2.13696 -0.56191
H 0.09190 -0.15135 -1.71288
H -0.99983 1.85209 1.16152